Entry 1:
This record from OMol25 describes a cluster of 2 separate species, CH2ClFS in total. The level of theory is ωB97M-V/def2-TZVPD.

Output
**ΔE to the lowest compared entry with this formula, charge and spin**: 78.77 kcal per mole
**HOMO energy**: -8.743 eV
**Gap between HOMO and LUMO**: 7.52 eV
**SMILES string**: C=S.FCl

Last column: Mulliken charge in e.
Atoms and positions in Å:
C -0.909756 0.308817 0.069768  -0.21
H -1.383562 1.036778 -0.590890  0.25
H -0.255586 0.724257 0.837878  0.19
F 1.226680 0.119819 -0.217102  -0.14
S -1.159432 -1.269636 -0.078646  -0.22
Cl 2.481656 -0.920036 -0.021010  0.13

Forces on the atoms, in the same order (eV/Å):
-1.0970 0.0249 0.3294
0.0434 -0.1024 0.0284
-0.6833 0.0118 0.0438
2.2044 -0.0984 -0.4052
-0.4649 0.0920 0.0762
-0.0027 0.0721 -0.0726



Entry 2:
This record from OMol25 describes a structure of composition CH2ClN2O2. The level of theory is ωB97M-V/def2-TZVPD.

Output
**ΔE to the lowest compared entry with this formula, charge and spin**: 46.27 kcal per mole
**Total charge**: -1
**HOMO energy**: -4.566 eV
**Gap between HOMO and LUMO**: 8.52 eV

Last column: Mulliken charge in e.
Atoms and positions in Å:
C -0.995736 0.014141 0.311600  -0.25
N 0.285393 0.003775 0.679337  -0.61
N 1.344266 -0.143403 -0.078862  1.07
O 1.328796 -0.238490 -1.346312  -0.65
O 2.406634 -0.183673 0.528519  -0.69
Cl -1.528922 1.739615 -0.193402  -0.33
H -1.807883 -0.316443 0.915836  0.29
H -1.032550 -0.875520 -0.816717  0.18

Forces on atoms 1 to 6 (eV/Å):
0.7598 -2.6392 -6.1253
0.6448 -0.0214 2.8268
-0.8202 -0.0880 -1.4515
-0.7619 0.1117 1.1515
0.9719 -0.0594 0.2291
-0.4354 0.0633 -0.3026



Entry 3:
This record from OMol25 describes a structure of composition CH2ClN2OP. The level of theory is ωB97M-V/def2-TZVPD.

Output
**2S+1**: 3
**ΔE to the lowest compared entry with this formula, charge and spin**: 28.26 kcal per mole
**HOMO energy (spin up / spin down)**: -7.322 / -9.753 eV
**Gap between HOMO and LUMO (spin up / spin down)**: 6.10 / 6.93 eV

Last column: Mulliken charge in e.
Atoms and positions in Å:
C -0.452765 -0.043540 -0.252316  -0.05
N -0.955018 1.178865 0.383738  -0.16
N -2.125017 1.404228 0.168130  -0.14
O -1.222460 -0.848298 -0.798320  -0.56
P -3.128372 0.469096 -0.780428  0.52
Cl -4.155296 -0.664111 0.519543  -0.13
H 0.185967 0.556510 -0.910735  0.28
H 0.064509 -0.374170 0.734238  0.23

Forces on atoms 1 to 6 (eV/Å):
6.1880 0.7762 2.3864
-1.2229 1.8140 1.9169
-3.0301 0.7920 -0.9887
-5.1686 -1.2777 -1.5351
2.3874 -0.3366 0.0786
-0.4520 -0.4281 0.4987



Entry 4:
This record from OMol25 describes a cluster of 2 separate species, CH2ClO2S2 in total. The level of theory is ωB97M-V/def2-TZVPD.

Output
**ΔE to the lowest compared entry with this formula, charge and spin**: 53.92 kcal per mole
**Total charge**: -1
**HOMO energy (spin up / spin down)**: -3.979 / -3.587 eV
**Gap between HOMO and LUMO (spin up / spin down)**: 7.14 / 6.12 eV

Last column: Mulliken charge in e.
Atoms and positions in Å:
C -1.501092 -1.691140 -1.781670  -0.55
O 2.163482 0.481846 2.140241  -0.53
O 1.338682 1.802573 0.150312  -0.47
S 0.976927 3.047305 2.763224  -0.52
S 1.171563 1.434060 1.529688  0.53
Cl -0.311227 -1.234213 -0.689362  -0.02
H -1.242498 -2.227352 -2.708247  0.31
H -2.595837 -1.613080 -1.404186  0.26

Forces on atoms 1 to 6 (eV/Å):
-2.2887 -0.2596 0.2301
-1.0514 0.7740 -1.1671
0.3805 0.1451 -1.6632
-0.1600 -0.3081 -0.3647
0.8260 -0.6084 3.1997
0.1786 0.0015 -0.0708



Entry 5:
This record from OMol25 describes an isolated molecule of CH2ClO5PS. The level of theory is ωB97M-V/def2-TZVPD.

Output
**HOMO energy**: -9.627 eV
**Gap between HOMO and LUMO**: 8.50 eV
**SMILES string**: O=C(OCl)OP(O)(O)=S

Last column: Mulliken charge in e.
Atoms and positions in Å:
O -0.210827 -2.634246 -0.755891  -0.41
C -0.442677 -1.553590 -0.347432  0.62
O -1.614568 -0.894031 -0.647024  -0.26
Cl -1.591502 -0.429143 -2.277328  0.09
O 0.399141 -0.951616 0.536156  -0.19
P 0.860310 0.598733 0.239164  0.72
O -0.415633 1.495577 -0.094775  -0.44
O 1.361273 1.084426 1.674121  -0.47
S 2.213795 0.814509 -1.069662  -0.34
H -1.140869 1.290860 0.506952  0.35
H 0.581557 1.178520 2.235719  0.33

Forces on atoms 1 to 6 (eV/Å):
0.0621 -0.2530 -0.1088
0.3802 -1.5688 -0.2788
0.3176 0.7632 0.2662
-0.2089 -0.1281 0.0114
-1.2370 1.2532 -0.0316
2.1740 1.1710 -0.8890



Entry 6:
This record from OMol25 describes a cluster of 2 separate species, CH2ClOP in total. The level of theory is ωB97M-V/def2-TZVPD.

Output
**ΔE to the lowest compared entry with this formula, charge and spin**: 74.65 kcal per mole
**HOMO energy (spin up / spin down)**: -9.103 / -9.084 eV
**Gap between HOMO and LUMO (spin up / spin down)**: 7.77 / 7.90 eV

Last column: Mulliken charge in e.
Atoms and positions in Å:
C -0.193561 1.202053 0.367067  0.30
O -0.658711 1.243160 1.415930  -0.24
P -0.039789 -2.002433 -0.864020  -0.03
Cl 0.676099 2.386652 -0.530069  -0.09
H 1.142535 -1.383207 -0.627987  0.03
H -0.926573 -1.446225 0.239079  0.05

Forces on the atoms, in the same order (eV/Å):
-0.0315 -0.8796 -0.8232
-0.4516 0.1738 1.1703
-2.5444 -0.4220 0.3217
0.4840 0.7228 -0.4212
1.0639 0.8959 0.8004
1.4795 -0.4909 -1.0480



Entry 7:
This record from OMol25 describes an isolated molecule of CH2ClPS. The level of theory is ωB97M-V/def2-TZVPD.

Output
**ΔE to the lowest compared entry with this formula, charge and spin**: 57.58 kcal per mole
**HOMO energy (spin up / spin down)**: -8.928 / -8.928 eV
**Gap between HOMO and LUMO (spin up / spin down)**: 6.33 / 6.33 eV
**SMILES string**: C=P(=S)Cl

Last column: Mulliken charge in e.
Atoms and positions in Å:
C 0.299729 -0.017302 -0.002293  -0.28
P 1.756039 -0.742574 0.655917  0.19
S 2.694086 -1.120863 -1.033902  -0.33
Cl -0.239696 -2.039254 1.270100  -0.24
H 0.057202 0.044458 -1.059832  0.35
H -0.257303 0.655784 0.754963  0.32

Forces on the atoms, in the same order (eV/Å):
-1.9497 0.5093 2.6641
1.5305 -0.3908 -0.7922
-0.2249 -0.0700 0.7706
0.1774 1.2826 -1.1606
-0.1888 -0.3288 0.0610
0.6554 -1.0023 -1.5429



Entry 8:
This record from OMol25 describes an isolated molecule of CH2ClPS. The level of theory is ωB97M-V/def2-TZVPD.

Output
**ΔE to the lowest compared entry with this formula, charge and spin**: 58.96 kcal per mole
**HOMO energy (spin up / spin down)**: -9.424 / -8.352 eV
**Gap between HOMO and LUMO (spin up / spin down)**: 8.18 / 6.30 eV

Last column: Mulliken charge in e.
Atoms and positions in Å:
C 0.421434 0.018090 -0.335249  -0.69
P -1.131292 -1.010835 -0.339564  0.19
S 1.443164 0.876372 0.983640  -0.06
Cl -1.989546 -0.386803 1.312652  -0.14
H 1.109538 -0.472134 -0.918201  0.41
H 0.146702 0.975310 -0.703278  0.31

Forces on the atoms, in the same order (eV/Å):
-0.3383 0.5356 2.8756
1.2109 -0.0543 -0.6204
-1.0791 -1.0523 -0.3654
-0.7509 0.4627 1.2356
1.4516 -0.9528 -1.8699
-0.4941 1.0611 -1.2554



Entry 9:
This record from OMol25 describes a structure of composition CH2CrF3O3S. The level of theory is ωB97M-V/def2-TZVPD.

Output
**2S+1**: 5
**ΔE to the lowest compared entry with this formula, charge and spin**: 1.99 kcal per mole
**Total charge**: +1
**HOMO energy (spin up / spin down)**: -13.897 / -13.970 eV
**Gap between HOMO and LUMO (spin up / spin down)**: 7.07 / 7.70 eV

Last column: Mulliken charge in e.
Atoms and positions in Å:
Cr -1.326534 -1.984185 -0.648375  1.52
O -0.249734 0.262892 1.455577  -0.72
H -1.608257 0.253975 0.469093  0.42
H -3.142295 0.029689 0.053081  0.31
S 0.951337 -0.505717 0.930302  0.66
O -2.242315 -0.282776 -0.062733  -0.55
O 0.467240 -1.575739 -0.071072  -0.75
C 1.653675 0.724497 -0.311923  0.76
F 1.645221 1.941963 0.221835  -0.21
F 2.908098 0.394429 -0.604694  -0.21
F 0.943564 0.740971 -1.431092  -0.22

Forces on atoms 1 to 6 (eV/Å):
0.9868 0.9232 0.5599
1.1253 -0.9915 -0.8984
0.6726 0.2312 0.7325
-0.2710 0.0328 -0.0121
-0.7069 1.8491 1.5573
-0.1360 -0.7975 -0.7845



Entry 10:
This record from OMol25 describes a structure of composition CH2CuO4. The level of theory is ωB97M-V/def2-TZVPD.

Output
**2S+1**: 3
**Total charge**: -1
**HOMO energy (spin up / spin down)**: -2.299 / -4.818 eV
**Gap between HOMO and LUMO (spin up / spin down)**: 6.34 / 7.57 eV

Last column: Mulliken charge in e.
Atoms and positions in Å:
O -0.054631 0.757019 0.788194  -0.62
C -0.741579 -0.050342 0.045800  0.77
O -0.461269 -1.348203 0.165828  -0.54
O -1.052281 0.354239 -1.097462  -0.64
Cu 1.666768 1.248053 0.236338  0.11
H 0.691663 -1.465420 0.189971  0.39
O 2.241480 -0.514157 0.230080  -0.70
H 2.867370 -0.951411 -0.345775  0.23

Forces on atoms 1 to 6 (eV/Å):
-0.9274 0.5560 2.4949
4.5025 1.4983 -5.0131
2.5887 -2.4542 1.1147
-2.3229 -0.4725 1.2160
0.0932 0.1524 -0.1636
-3.6180 1.5302 0.3256



| no. | E_tot (hartree) | largest force on an atom (eV/Å) |
| --- | --- | --- |
| 1 | -997.3985 | 2.24 |
| 2 | -759.3850 | 6.71 |
| 3 | -1025.4233 | 6.68 |
| 4 | -1446.3107 | 3.36 |
| 5 | -1615.2741 | 2.62 |
| 6 | -915.9527 | 2.60 |
| 7 | -1238.9529 | 3.34 |
| 8 | -1238.9507 | 2.94 |
| 9 | -2006.9867 | 2.52 |
| 10 | -1980.6956 | 6.90 |